The following is a quantum chemistry calculation of a 4-piece molecular cluster, C34H57N6O7 overall, from the OMol25 dataset.

Its charge is +1. The HOMO-LUMO gap is 7.239 eV. As for the HOMO energy: -0.386 Ha.

The geometry in XYZ format:
```
104
Properties=species:S:1:pos:R:3:forces:R:3
C 1.640065 2.920677 3.160015 0.131 -0.373 -0.153
C 1.257837 2.597791 1.703818 -0.015 0.491 0.220
C 0.034622 3.416025 1.210743 0.445 -0.419 0.468
C -1.112691 2.587082 0.601806 0.146 0.117 -0.105
C -1.192161 2.725293 -0.928559 -0.441 -0.229 0.018
C -1.854052 1.572099 -1.700815 -0.204 0.193 -0.180
C -2.918867 0.835186 -0.888198 0.087 0.219 -0.392
C -3.886123 0.071559 -1.793126 0.084 -0.389 0.303
C -4.639024 -1.047263 -1.046307 -0.281 0.421 -0.117
N -4.889462 -0.735503 0.348787 0.145 -0.241 0.167
C -4.470431 -1.502728 1.401314 0.076 0.005 0.317
C -4.880049 -0.910052 2.568616 -0.036 0.153 0.049
C -5.578179 0.271097 2.210190 -0.029 0.119 -0.200
C -5.569417 0.347020 0.839743 0.008 -0.048 -0.071
N 0.082816 3.141640 -1.563010 -0.056 -0.221 1.034
C 1.171016 2.161891 -1.672380 -0.220 0.201 -0.502
C 1.146782 0.929116 -1.031835 -0.033 0.170 -0.074
C 2.235459 0.092790 -1.187561 0.030 0.015 -0.008
C 3.301273 0.517375 -1.970937 -0.007 -0.109 0.054
N 3.314535 1.680328 -2.614063 0.005 0.015 0.094
C 2.261224 2.476556 -2.470932 0.066 -0.068 -0.046
C 0.526351 4.311367 -0.973565 0.674 0.478 -0.483
N 1.015225 5.271305 -1.790798 0.094 -0.218 0.422
N 0.493880 4.529191 0.329185 -1.731 0.001 -0.413
C 0.094452 5.890480 0.800288 0.651 -0.043 0.212
C -1.400288 6.134388 0.656403 0.239 0.187 0.486
C -1.729932 7.553954 1.126325 0.321 0.331 -0.009
N -3.104061 7.890785 1.303005 0.177 0.061 0.047
O -0.848841 8.347056 1.332328 -0.388 -0.340 -0.150
H 2.716831 2.825695 3.290008 0.016 0.087 0.053
H 1.193016 2.198614 3.842345 -0.168 0.154 0.075
H 1.341842 3.924187 3.459901 0.060 0.058 0.015
H 2.107776 2.840096 1.067385 -0.005 -0.245 -0.160
H 1.045243 1.535447 1.628247 0.119 -0.048 -0.163
H -0.355956 3.903813 2.101541 -0.064 0.143 -0.092
H -2.056044 2.953771 1.006661 -0.040 -0.069 -0.002
H -1.028179 1.559481 0.947616 0.089 -0.045 -0.054
H -1.866316 3.570640 -1.092075 0.185 0.155 -0.072
H -1.116304 0.889917 -2.120091 -0.015 -0.102 0.097
H -2.357061 2.023329 -2.560210 0.126 -0.004 -0.087
H -3.489982 1.578144 -0.329756 0.017 -0.140 0.249
H -2.454326 0.150055 -0.177494 -0.047 0.018 0.114
H -3.323455 -0.400814 -2.600876 -0.090 0.050 -0.133
H -4.610042 0.750827 -2.244186 0.114 0.128 -0.054
H -5.608561 -1.214700 -1.517370 0.097 -0.157 -0.205
H -4.073697 -1.975223 -1.093007 -0.011 -0.040 0.140
H -3.907619 -2.413170 1.269363 -0.042 0.022 -0.200
H -4.703826 -1.271498 3.568004 0.015 -0.060 -0.036
H -6.042589 0.999982 2.853114 0.000 -0.085 0.117
H -5.988444 1.090079 0.180538 -0.040 -0.044 -0.037
H 0.298172 0.632795 -0.435649 0.047 -0.094 0.053
H 2.279507 -0.870990 -0.700727 0.016 0.009 0.025
H 4.169967 -0.119502 -2.076536 0.041 0.003 -0.063
H 2.285476 3.410354 -3.018342 -0.005 -0.018 -0.044
H 1.880354 5.731321 -1.559320 -0.267 0.482 0.153
H 0.570371 5.466201 -2.670460 0.311 -0.471 -0.307
H 0.663688 6.652120 0.282103 -0.007 -0.017 -0.060
H 0.377655 5.952629 1.848408 0.062 0.041 -0.004
H -1.730884 6.024162 -0.378734 -0.115 -0.071 0.011
H -1.960861 5.452733 1.300379 -0.116 -0.155 -0.235
H -3.571546 7.245917 1.928987 -0.077 -0.091 -0.108
H -3.598798 7.911051 0.418710 -0.073 0.050 0.017
O 4.775909 -1.202573 0.455327 -0.126 0.067 -0.039
C 5.896335 -0.810989 0.245738 0.158 -0.131 0.200
O 6.496684 -1.186393 -0.891948 -0.170 0.103 -0.184
C 7.774043 -0.677351 -1.315747 0.242 -0.018 -0.006
C 8.922359 -1.441180 -0.692587 -0.103 -0.067 0.078
C 6.651476 0.013813 1.260099 -0.066 0.258 -0.169
H 7.835618 0.395316 -1.129519 -0.028 -0.008 0.046
H 7.772131 -0.811775 -2.395414 -0.057 -0.031 -0.001
H 8.935801 -1.339968 0.392770 0.028 0.050 -0.003
H 9.871150 -1.072795 -1.081693 0.002 0.004 -0.015
H 8.841249 -2.503466 -0.921655 0.024 0.001 -0.024
H 7.092535 -0.661053 1.993130 0.013 -0.013 0.005
H 5.938260 0.658923 1.766768 -0.045 -0.106 0.077
H 7.434644 0.637408 0.838600 0.066 -0.089 0.011
O -6.813566 -6.585495 -2.618726 0.026 -0.027 -0.042
C -7.330538 -5.652192 -2.076012 -0.112 -0.055 0.062
O -6.640284 -5.017381 -1.099350 0.142 0.050 -0.031
C -7.078911 -3.795909 -0.503960 -0.076 0.116 0.105
C -8.062989 -4.013886 0.625580 -0.037 -0.132 -0.037
C -8.738435 -5.210519 -2.402535 0.089 0.205 -0.134
H -7.470971 -3.117880 -1.265397 -0.040 -0.026 -0.004
H -6.169631 -3.341909 -0.111505 0.018 -0.028 0.001
H -8.982048 -4.482460 0.274014 -0.021 0.048 -0.016
H -8.317924 -3.062455 1.093420 0.025 0.011 0.002
H -7.625331 -4.667924 1.379227 0.021 0.031 0.021
H -9.431940 -5.836182 -1.841816 -0.009 -0.008 0.013
H -8.902738 -5.377702 -3.463506 -0.010 -0.120 0.016
H -8.948927 -4.167172 -2.182954 -0.022 -0.033 0.082
O 8.368457 -5.375993 1.046531 0.056 0.023 0.003
C 7.169101 -5.364070 1.069922 -0.017 0.040 -0.164
O 6.513142 -6.536024 1.174515 0.053 -0.051 0.105
C 5.097737 -6.618056 1.363398 -0.152 -0.011 -0.023
C 4.338783 -6.536818 0.055416 0.099 0.041 -0.070
C 6.390152 -4.079001 0.910937 -0.085 0.016 0.320
H 4.762341 -5.867193 2.080402 0.020 0.027 -0.020
H 4.941537 -7.590158 1.827363 0.045 -0.014 -0.003
H 4.491903 -5.577626 -0.439960 -0.036 0.024 0.035
H 3.270482 -6.666323 0.230730 -0.003 -0.015 0.011
H 4.678337 -7.319203 -0.622697 -0.023 -0.027 0.015
H 6.313755 -3.844844 -0.150093 -0.019 0.012 -0.009
H 6.959545 -3.292650 1.401435 0.090 0.003 -0.101
H 5.393400 -4.084862 1.342792 -0.036 -0.045 -0.102
```
Positions in Å, forces in eV/Å.